Record 1
{
  "formula": "C34H32BrMnN3O3SSi",
  "method": "ωB97M-V/def2-TZVPD",
  "species": ["Mn", "N", "C", "C", "O", "N", "C", "C", "O", "O", "H", "H", "H", "H", "H", "H", "C", "C", "C", "C", "C", "Br", "N", "C", "H", "H", "H", "H", "H", "H", "C", "C", "C", "C", "C", "C", "Si", "C", "C", "C", "C", "C", "C", "C", "C", "C", "C", "C", "C", "H", "H", "H", "H", "H", "H", "H", "H", "H", "H", "H", "H", "H", "H", "H", "S", "C", "C", "C", "C", "C", "C", "H", "H", "H", "H", "H"],
  "xyz": [[0.134319, -0.027352, -0.500508], [-2.026230, 1.806327, -1.033926], [-1.240536, 3.015633, -0.808716], [-0.294479, 2.903825, 0.376149], [-0.090552, 3.936564, 1.052178], [0.260183, 1.712124, 0.573204], [1.120067, 1.617351, 1.731994], [1.437829, 0.176794, 2.053080], [2.022752, -0.107005, 3.101583], [1.080906, -0.683331, 1.158862], [-2.780462, 1.729555, -0.363794], [-2.421427, 1.781938, -1.964923], [-0.619766, 3.175552, -1.690564], [-1.843800, 3.910849, -0.643841], [2.078342, 2.127343, 1.570273], [0.681677, 2.088825, 2.612857], [0.362375, -5.574025, -0.633325], [1.230519, -4.345723, -0.610336], [2.426160, -4.282553, 0.092192], [3.174646, -3.126118, 0.087507], [2.664082, -2.035335, -0.606335], [3.721704, -0.463110, -0.712850], [1.508080, -2.036008, -1.217404], [0.831306, -3.183471, -1.251427], [0.962798, -6.478110, -0.755129], [-0.362388, -5.523132, -1.446938], [-0.200770, -5.659980, 0.301437], [2.769442, -5.146074, 0.654977], [4.109746, -3.039943, 0.620406], [-0.095965, -3.158732, -1.811807], [-5.837653, 0.864399, 1.185400], [-4.696736, 0.831813, 1.981703], [-3.559607, 0.165321, 1.541539], [-3.514202, -0.495679, 0.304876], [-4.671119, -0.440399, -0.479806], [-5.818813, 0.228004, -0.048083], [-1.871228, -1.383976, -0.170123], [-1.877328, -2.735431, 1.204414], [-0.676104, -3.081135, 1.838361], [-0.624810, -4.079582, 2.812344], [-1.779927, -4.755251, 3.184319], [-2.991790, -4.414815, 2.586574], [-3.033225, -3.415893, 1.618239], [-2.483843, -2.355744, -1.721076], [-2.494911, -1.651209, -2.932540], [-2.871078, -2.243485, -4.133992], [-3.238846, -3.584438, -4.159777], [-3.229255, -4.314744, -2.975152], [-2.860419, -3.704379, -1.776186], [-6.728388, 1.383529, 1.523660], [-4.690083, 1.334889, 2.942239], [-2.672570, 0.163625, 2.172174], [-4.684674, -0.930942, -1.448645], [-6.699569, 0.249391, -0.681748], [0.224779, -2.526830, 1.591540], [0.320664, -4.312329, 3.291629], [-1.744289, -5.527418, 3.946421], [-3.904678, -4.923235, 2.881842], [-3.989869, -3.161832, 1.166059], [-2.163237, -0.615694, -2.938312], [-2.840986, -1.664471, -5.049791], [-3.518780, -4.058484, -5.095428], [-3.507925, -5.365062, -2.983323], [-2.857985, -4.298901, -0.865884], [0.667472, 0.896746, -2.714042], [0.298641, 0.032092, -4.197307], [0.862769, -1.224059, -4.486772], [0.619439, -1.878344, -5.687133], [-0.208023, -1.312142, -6.652506], [-0.790957, -0.077933, -6.382290], [-0.544481, 0.579222, -5.179578], [1.502908, -1.674497, -3.736621], [1.074863, -2.846901, -5.868541], [-0.398251, -1.823262, -7.589391], [-1.448300, 0.379857, -7.115158], [-1.001951, 1.541530, -4.976306]],
  "atomic_forces_ev_per_a": [[0.366, 0.089, 0.679], [0.078, 0.149, 0.004], [-0.125, -0.152, -0.152], [0.139, 0.135, 0.202], [0.044, -0.175, -0.061], [-0.382, -0.154, -0.326], [-0.045, 0.129, -0.090], [0.131, -0.252, 0.101], [-0.039, -0.040, -0.141], [-0.084, 0.059, -0.123], [0.018, -0.008, -0.011], [0.045, 0.008, -0.040], [0.016, 0.023, -0.068], [-0.036, 0.113, 0.027], [0.033, 0.056, 0.021], [-0.055, 0.050, 0.056], [0.013, 0.054, 0.046], [-0.137, 0.022, -0.136], [0.031, -0.223, 0.147], [0.064, 0.211, -0.063], [0.309, -0.106, 0.155], [-0.031, 0.007, 0.044], [-0.071, 0.059, -0.103], [-0.256, -0.146, 0.000], [-0.007, -0.013, 0.001], [0.025, 0.021, 0.005], [0.026, 0.027, -0.020], [0.012, 0.019, -0.038], [0.005, -0.013, -0.014], [-0.037, -0.002, 0.011], [0.030, -0.029, -0.028], [0.073, -0.051, -0.078], [-0.055, 0.020, 0.052], [-0.136, 0.006, 0.118], [-0.052, 0.043, 0.124], [0.136, -0.033, -0.012], [0.034, 0.079, -0.121], [0.044, -0.190, 0.124], [-0.068, -0.084, 0.086], [-0.099, 0.065, -0.074], [-0.043, 0.067, -0.068], [0.070, 0.066, -0.039], [0.081, -0.078, -0.016], [-0.022, -0.155, -0.099], [0.010, -0.029, -0.111], [0.018, -0.030, 0.121], [0.002, -0.005, 0.108], [0.026, 0.101, 0.019], [-0.024, 0.028, -0.078], [0.022, -0.004, -0.016], [0.004, -0.004, 0.001], [-0.046, 0.000, -0.045], [0.005, 0.006, 0.050], [0.005, -0.001, -0.003], [-0.059, -0.054, 0.032], [-0.007, 0.013, -0.012], [-0.003, 0.009, -0.016], [0.016, 0.009, -0.009], [0.052, 0.013, 0.034], [0.014, -0.021, 0.010], [0.015, -0.007, 0.009], [0.020, 0.011, 0.033], [0.012, 0.035, 0.003], [0.008, 0.046, -0.048], [-0.207, 0.365, -0.359], [0.051, -0.295, 0.015], [-0.005, -0.021, -0.022], [-0.048, 0.058, 0.105], [-0.002, 0.093, 0.079], [0.076, 0.031, 0.128], [0.021, -0.059, -0.051], [-0.014, 0.031, -0.068], [0.002, 0.014, 0.017], [-0.012, 0.004, 0.010], [0.003, 0.012, 0.013], [0.004, -0.020, -0.030]],
  "e_above_lowest_kcal_mol": 9.2,
  "e_homo_ev": [-1.614, -1.366],
  "homo_lumo_gap_ev": [6.04, 5.79],
  "multiplicity": 2,
  "s2": 0.84,
  "total_charge": -2
}


Record 2
{
  "formula": "C2H7PS3",
  "method": "ωB97M-V/def2-TZVPD",
  "species": ["C", "S", "P", "C", "S", "S", "H", "H", "H", "H", "H", "H", "H"],
  "xyz": [[-1.882687, -0.036531, -1.454597], [-0.954329, 1.149652, -0.372144], [0.672286, -0.110105, 0.287523], [1.176520, 0.342284, 2.003490], [0.614775, -2.152734, -0.069286], [2.329592, 0.564844, -1.013015], [-2.147993, 0.396550, -2.468975], [-2.893291, 0.004654, -0.890450], [-1.475842, -1.090129, -1.657842], [1.984297, 1.046453, 1.995009], [0.291838, 0.769665, 2.508038], [1.387746, -0.713753, 2.463804], [2.022584, -0.698912, -1.644514]],
  "atomic_forces_ev_per_a": [[-2.252, 0.023, -0.286], [0.665, -1.357, -0.049], [1.128, -1.422, -1.628], [-1.474, -2.117, 0.275], [-0.501, 2.412, 0.654], [-1.366, -2.176, -0.030], [0.852, -0.088, 1.204], [1.566, -0.930, -1.085], [-0.339, 1.662, 1.004], [0.532, 0.070, 0.106], [0.430, -0.170, -0.106], [-0.010, 2.223, -0.709], [0.770, 1.870, 0.651]],
  "e_above_lowest_kcal_mol": 11.1,
  "smiles": "CS[P@@](C)(=S)S",
  "e_homo_ev": -8.694,
  "homo_lumo_gap_ev": 8.84
}


Record 3
{
  "formula": "C25H21NO3",
  "method": "ωB97M-V/def2-TZVPD",
  "species": ["C", "O", "C", "C", "C", "C", "C", "C", "C", "C", "C", "O", "C", "C", "C", "C", "C", "C", "C", "C", "N", "C", "C", "C", "C", "C", "O", "C", "C", "H", "H", "H", "H", "H", "H", "H", "H", "H", "H", "H", "H", "H", "H", "H", "H", "H", "H", "H", "H", "H"],
  "xyz": [[-1.162816, -3.961426, 5.337674], [-1.466897, -4.548858, 4.038200], [-1.508745, -3.678351, 2.980634], [-1.896474, -4.170577, 1.706034], [-1.961864, -3.300764, 0.594793], [-1.707400, -1.912906, 0.760572], [-1.813768, -0.758047, -0.317666], [-0.563439, -0.484391, -1.153298], [-0.775648, -0.001403, -2.450938], [0.053832, 1.000541, -2.908900], [1.182024, 1.360908, -2.145119], [1.947147, 2.397705, -2.677155], [3.339524, 2.301303, -2.690226], [4.002283, 2.112099, -3.912976], [5.375752, 1.854315, -3.889053], [6.077770, 1.850018, -2.679947], [5.409513, 2.144904, -1.486891], [4.039001, 2.403096, -1.494914], [1.515617, 0.631332, -1.001165], [0.684048, -0.391490, -0.570768], [-2.251772, 0.569208, 0.306433], [-1.620131, 1.750228, 0.580774], [-2.295361, 2.952899, 0.781903], [-3.701718, 2.993820, 0.779312], [-4.361322, 1.827958, 0.550531], [-3.658155, 0.604809, 0.260263], [-4.265523, -0.421638, -0.109657], [-1.218670, -1.483431, 1.970631], [-1.155252, -2.316578, 3.083848], [-1.295998, -4.759884, 6.065239], [-0.126206, -3.599484, 5.385099], [-1.847705, -3.135441, 5.574170], [-2.098574, -5.227002, 1.572073], [-2.218963, -3.694647, -0.386680], [-2.742347, -0.987938, -0.921909], [-1.596720, -0.342246, -3.082534], [-0.086740, 1.481397, -3.880556], [3.449424, 2.149928, -4.850678], [5.906412, 1.669060, -4.830105], [7.154438, 1.642299, -2.673933], [5.945295, 2.181117, -0.543259], [3.496460, 2.655230, -0.588938], [2.442866, 0.818944, -0.475175], [1.014181, -1.071447, 0.215312], [-0.532606, 1.767967, 0.661835], [-1.722127, 3.870818, 0.925664], [-4.252839, 3.914694, 0.946499], [-5.429787, 1.708952, 0.498830], [-0.901842, -0.451560, 2.102004], [-0.798178, -1.916041, 4.044112]],
  "atomic_forces_ev_per_a": [[-0.160, -0.306, -0.712], [0.119, 0.741, 0.533], [0.023, 0.685, -0.638], [0.441, 0.910, -0.174], [-0.058, 0.609, 0.794], [0.481, 0.861, -0.831], [0.238, -1.796, -0.128], [-1.515, -0.814, 0.167], [0.032, 0.955, 0.230], [1.038, -0.013, -0.312], [0.019, -0.113, -0.417], [0.070, 0.084, -0.010], [-0.238, -0.228, -0.098], [0.010, -0.167, 0.549], [-0.029, 0.239, -0.028], [-0.003, 0.032, 0.094], [-0.001, 0.109, -0.310], [0.289, -0.216, -0.209], [0.751, 0.019, -0.740], [0.174, 0.598, 0.190], [-1.405, -0.220, -0.366], [0.300, 1.173, 0.024], [1.281, -0.829, -0.050], [-0.541, -0.702, -0.157], [0.370, 0.081, 0.090], [-1.062, -1.316, -0.616], [-0.067, 1.135, 0.717], [-0.129, -0.155, 1.033], [0.214, -0.760, 0.552], [-0.006, 0.005, -0.146], [-0.225, -0.107, -0.128], [0.104, -0.226, -0.141], [-0.031, 0.080, 0.102], [-0.115, 0.054, 0.234], [1.453, 0.109, 0.285], [-0.175, 0.274, 0.556], [0.047, -0.192, 0.343], [0.051, -0.150, 0.293], [-0.235, 0.083, 0.410], [-0.507, 0.079, 0.020], [0.019, 0.003, -0.156], [0.163, -0.051, -0.106], [-0.017, -0.111, -0.178], [-0.465, 0.526, 0.274], [-0.289, -0.338, -0.304], [-0.034, -0.496, 0.094], [0.170, -0.067, -0.021], [-0.164, 0.230, 0.052], [-0.192, -0.128, -0.018], [-0.195, -0.175, -0.638]],
  "e_above_lowest_kcal_mol": 0.0,
  "smiles": "COc1ccc([C@H](c2ccc(Oc3ccccc3)cc2)n2ccccc2=O)cc1",
  "e_homo_ev": -8.194,
  "homo_lumo_gap_ev": 8.79
}


Result set for F_max: 0.776, 2.594, 1.817 eV/A, one per record in the order listed.